No. 1
12
Properties=species:S:1:pos:R:3:forces:R:3 method="wB97M-V/def2-TZVPD" charge=+1
O -0.141306 0.243684 -0.252807 0.25 0.39 0.68
C 0.104246 -0.894729 0.551491 1.30 -2.34 -0.79
C 0.931589 -0.498123 1.721707 -0.88 2.84 -0.37
O 0.802017 0.675443 2.051055 1.09 -1.29 0.95
Rb 0.573357 3.130902 1.035100 -0.11 0.11 -0.15
H -0.804913 -1.443979 0.832835 0.19 0.12 -0.18
H 1.724379 -1.172123 2.084942 -0.41 0.04 0.40
H 0.842089 -1.614574 0.079810 -1.29 0.49 -0.42
O -0.944509 1.271085 -1.944369 0.33 0.99 -0.42
C -0.779156 0.071962 -1.425175 -0.47 -1.50 0.35
O -1.158462 -0.980839 -1.847174 0.27 0.37 -0.10
H -1.149330 1.211292 -2.887413 -0.28 -0.21 0.05

***

No. 2
27
Properties=species:S:1:pos:R:3:forces:R:3 method="wB97M-V/def2-TZVPD" charge=+1
C -0.401005 -1.167768 -1.719802 -4.16 -1.37 -1.30
C -0.193401 -2.199631 -0.683587 -2.19 -2.65 0.92
C -0.857220 0.182233 -1.265524 0.70 0.80 1.69
C 0.324169 -1.477038 0.565197 -1.76 -0.12 -0.64
C -0.254027 1.079335 -2.275033 -0.47 2.79 -0.58
C -0.572971 -0.853237 3.017399 1.35 -1.05 0.04
C -0.680717 -1.033955 1.529420 -1.42 -0.08 0.83
C 1.308952 1.338250 0.766419 0.35 -1.57 1.73
F 1.717065 3.248439 -2.284731 -0.21 -0.21 0.22
P -0.144728 0.303281 0.455476 1.18 0.39 -2.28
I 3.304265 0.595638 0.156099 -1.32 0.56 0.15
H 0.446921 -0.952451 -2.194905 3.73 0.45 -1.84
H -1.128600 -1.383846 -2.564653 0.78 -0.61 0.99
H -1.296943 -2.641925 -0.516123 2.49 0.61 0.27
H 0.462414 -3.106631 -0.940536 -0.89 1.61 0.08
H -1.878504 0.466489 -1.084956 -0.82 -0.71 -0.38
H 1.269183 -1.667707 0.938432 1.90 -0.40 0.62
H -0.489142 0.738636 -3.268977 -0.87 -0.04 -0.43
H 0.791929 1.037098 -2.350034 1.68 -0.15 0.63
H -0.484202 2.162017 -2.192241 -0.20 -0.72 -0.05
H 0.411791 -0.665788 3.486343 -0.09 -0.52 -0.76
H -0.997405 -1.767747 3.415706 -0.06 0.08 0.62
H -1.107811 0.003147 3.286762 -1.40 1.01 0.58
H 2.330302 3.833693 -2.638803 0.31 0.31 -0.18
H -1.719407 -1.301518 1.237195 0.61 0.24 0.17
H 1.071702 2.324391 0.446546 0.28 0.85 -0.39
H 1.299310 1.290217 1.882461 0.49 0.50 -0.71

***

No. 3
37
Properties=species:S:1:pos:R:3:forces:R:3 method="wB97M-V/def2-TZVPD" charge=+1
Co 0.237815 1.389631 0.787825 -0.11 -0.77 -0.77
C -2.651191 2.891606 1.167986 0.04 -0.17 -0.04
C -1.750605 2.943860 2.202815 0.17 -0.14 0.14
C -1.094501 1.767606 2.642645 -0.30 0.62 0.10
C -1.405218 0.541664 2.067177 -0.32 0.03 -0.62
C -2.284364 0.510633 0.947973 0.19 -0.16 0.32
C -2.893673 1.670595 0.518720 -0.02 0.16 0.01
H -3.143260 3.787386 0.819943 -0.01 0.05 0.02
H -1.499930 3.882345 2.676338 -0.04 0.03 0.00
H -0.406585 1.826919 3.475809 -0.02 -0.03 0.01
H -0.980544 -0.365634 2.471749 -0.19 -0.02 0.01
H -2.512588 -0.431695 0.468077 0.01 -0.03 0.02
H -3.570409 1.640275 -0.323879 -0.01 -0.02 -0.01
O 2.355058 4.103042 -0.279615 0.06 -0.09 -0.09
S 1.479277 3.050678 0.019910 -0.30 0.21 0.88
O 1.233015 2.722391 1.555472 0.74 0.46 -0.12
O 1.826034 1.618108 -0.330342 -0.30 -0.07 -0.44
O 0.040223 3.096599 -0.388578 -0.06 0.09 0.23
O -0.443145 -0.505847 -3.171358 0.02 -0.03 -0.03
C 0.673381 -1.358326 -3.385843 0.00 0.36 -0.14
N 0.432209 -2.714738 -3.002112 -0.03 -0.30 0.14
C 0.508039 -3.273367 -1.760893 -0.09 0.14 -0.23
O 0.295946 -4.449773 -1.576776 0.02 -0.08 0.14
C 0.900076 -2.413200 -0.586015 0.10 -0.01 0.17
C 1.745637 -2.997642 0.355125 -0.08 0.11 -0.02
C 2.116101 -2.281454 1.479292 -0.05 0.07 -0.02
C 1.606793 -1.008630 1.653012 0.09 -0.07 0.07
N 0.759295 -0.471896 0.771284 0.53 -0.13 0.39
C 0.419353 -1.139790 -0.336889 -0.03 -0.10 -0.16
H -1.084855 -0.644504 -3.877596 0.00 0.05 0.06
H 1.491124 -0.931103 -2.801897 -0.08 -0.09 -0.03
H 0.963429 -1.339820 -4.439274 0.01 -0.08 0.13
H 0.119154 -3.385082 -3.691353 0.05 0.11 -0.08
H 2.095613 -4.005930 0.184615 0.02 -0.04 0.00
H 2.791555 -2.694532 2.212278 0.02 0.00 0.04
H 1.878192 -0.395463 2.502532 0.00 0.00 0.01
H -0.246459 -0.634894 -1.028174 -0.01 -0.05 -0.07

***

It is found that the E_tot values, taken in the order of the records, are -12015.7725 -28653.7474 -77426.8453 eV.
It is found that the energy above the lowest of the compared OMol25 structures with the same formula, charge and spin values, taken in the order of the records, are 0.0 42.7 35.8 kcal per mole.
It is found that the M values, taken in the order of the records, are 189.53 289.09 385.26 g/mol.